(i)
{"formula": "C6H10NO", "method": "ωB97M-V/def2-TZVPD", "elements": ["C", "C", "C", "C", "C", "C", "N", "O", "H", "H", "H", "H", "H", "H", "H", "H", "H", "H"], "xyz": [[0.097, 0.068, -0.324], [3.283, 1.100, 1.799], [2.314, 0.652, 2.619], [-1.322, -1.630, -1.439], [-2.256, 0.553, -1.191], [-0.856, -0.138, -1.360], [0.753, 0.088, 0.621], [3.948, 1.606, 1.062], [2.623, -0.251, 3.120], [1.922, 1.315, 3.306], [1.502, 0.438, 1.635], [-0.371, -2.251, -1.405], [-1.977, -1.732, -0.488], [-1.848, -1.937, -2.377], [-2.869, 0.135, -0.411], [-2.650, 0.406, -2.118], [-2.089, 1.513, -0.842], [-0.204, 0.066, -2.207]], "total_charge": 1, "lumo_ev": -3.89, "homo_energy_ev": -15.05, "orbital_gap_ev": 11.16}

(ii)
{"formula": "C6H10NO", "method": "ωB97M-V/def2-TZVPD", "elements": ["C", "C", "C", "C", "C", "C", "N", "O", "H", "H", "H", "H", "H", "H", "H", "H", "H", "H"], "xyz": [[-1.399, -1.246, 0.098], [-0.266, -1.962, 0.074], [-1.703, 0.229, 0.012], [1.748, 1.381, -0.151], [0.951, -1.011, -0.256], [0.823, 0.327, 0.415], [-0.611, 0.874, 0.220], [-2.818, 0.785, -0.293], [-2.282, -1.849, 0.462], [1.809, 1.719, -1.183], [1.463, 2.369, 0.308], [2.881, 1.257, -0.005], [1.988, -1.411, -0.075], [0.897, -0.761, -1.292], [-0.094, -3.054, -0.042], [0.774, 0.250, 1.556], [-0.608, 1.840, 0.051], [-3.553, 0.261, 0.099]], "total_charge": 1, "lumo_ev": -4.49, "homo_energy_ev": -14.62, "orbital_gap_ev": 10.14}

Energy relative to the most stable one, in eV: (i) 1.434; (ii) 0.000

(i)
{"formula": "CH5FP2", "method": "ωB97M-V/def2-TZVPD", "elements": ["C", "F", "P", "P", "H", "H", "H", "H", "H"], "xyz": [[-0.535, -0.294, 0.180], [-0.922, -0.619, 1.420], [-0.063, 1.452, -0.060], [0.160, -1.694, -0.756], [-2.318, -0.227, -0.669], [0.835, 1.474, 1.016], [-1.082, 1.969, 0.741], [1.317, -1.808, 0.042], [0.817, -0.861, -1.665]], "lumo_ev": [-0.37, -0.37], "homo_energy_ev": [-9.11, -9.11], "orbital_gap_ev": [8.75, 8.74]}

(ii)
{"formula": "CH5FP2", "method": "ωB97M-V/def2-TZVPD", "elements": ["C", "F", "P", "P", "H", "H", "H", "H", "H"], "xyz": [[1.117, 0.953, 0.264], [-1.652, 0.959, 0.249], [-0.744, -1.638, 0.161], [-0.460, 0.344, -0.680], [1.098, 2.001, 0.351], [2.038, 0.627, -0.330], [1.122, 0.493, 1.294], [-0.298, -2.229, -1.038], [-2.221, -1.511, -0.272]], "lumo_ev": 0.92, "homo_energy_ev": -8.75, "orbital_gap_ev": 9.67}

Energy relative to the most stable one, in eV: (i) 4.472; (ii) 0.000

(i)
{"formula": "C9H12N2OS", "method": "ωB97M-V/def2-TZVPD", "elements": ["C", "C", "C", "C", "C", "C", "C", "C", "C", "N", "N", "O", "S", "H", "H", "H", "H", "H", "H", "H", "H", "H", "H", "H", "H"], "xyz": [[-3.047, 1.256, 0.029], [-1.957, 1.064, 0.798], [-3.542, 0.104, -0.831], [-1.009, -0.107, 0.681], [-3.076, -1.159, -0.530], [-1.909, -1.311, 0.253], [-1.242, -2.435, 0.515], [2.694, 0.273, 1.242], [2.613, -0.181, -0.247], [1.107, -1.540, -2.031], [-0.057, 0.172, -0.422], [-0.578, -3.307, 0.965], [1.042, -1.217, -0.490], [-3.723, 2.143, 0.044], [-1.456, 1.817, 1.289], [-4.406, 0.188, -1.339], [-0.396, -0.377, 1.477], [-3.521, -2.030, -1.031], [3.688, 0.490, 1.531], [2.114, 1.225, 1.406], [2.199, -0.575, 1.958], [3.220, -1.024, -0.594], [2.884, 0.748, -0.790], [1.007, -2.509, -2.363], [-0.475, 0.552, -1.284]], "lumo_ev": [0.30, 0.30], "homo_energy_ev": [-7.91, -7.91], "orbital_gap_ev": [8.21, 8.21]}

(ii)
{"formula": "C9H12N2OS", "method": "ωB97M-V/def2-TZVPD", "elements": ["C", "C", "C", "C", "C", "C", "C", "C", "C", "N", "N", "O", "S", "H", "H", "H", "H", "H", "H", "H", "H", "H", "H", "H", "H"], "xyz": [[-2.989, 1.591, 0.464], [-2.081, 1.565, -0.635], [-2.833, 0.701, 1.468], [-1.256, 0.474, -0.843], [-1.872, -0.332, 1.300], [-1.137, -0.575, 0.123], [3.075, 0.110, 1.010], [2.559, 1.424, 0.340], [2.064, 0.739, 1.533], [1.069, -1.981, -2.649], [-0.221, -1.552, -0.206], [2.045, -2.589, -0.514], [1.280, -1.450, -1.016], [-3.645, 2.378, 0.626], [-2.077, 2.411, -1.300], [-3.380, 0.771, 2.343], [-0.627, 0.440, -1.716], [-1.863, -1.221, 2.007], [1.090, -3.001, -2.742], [3.714, -0.729, 0.967], [3.045, 2.335, 0.604], [2.008, 1.493, -0.554], [1.407, 0.802, 2.379], [0.659, -1.530, -3.448], [-0.034, -2.273, 0.459]], "lumo_ev": 0.66, "homo_energy_ev": -8.44, "orbital_gap_ev": 9.10}

Energy relative to the most stable one, in eV: (i) 0.843; (ii) 0.000

(i)
{"formula": "C3H4S3", "method": "ωB97M-V/def2-TZVPD", "elements": ["C", "C", "C", "S", "S", "S", "H", "H", "H", "H"], "xyz": [[0.401, 0.784, -0.342], [0.911, -0.394, -1.195], [-1.699, -0.566, 0.023], [-0.486, -0.082, 1.019], [-2.698, -1.827, 0.274], [0.542, -0.685, -2.695], [1.164, 1.300, 0.103], [-0.466, 1.236, -0.868], [1.369, -1.130, -0.501], [-2.542, -2.231, 1.571]], "lumo_ev": -0.20, "homo_energy_ev": -8.57, "orbital_gap_ev": 8.37}

(ii)
{"formula": "C3H4S3", "method": "ωB97M-V/def2-TZVPD", "elements": ["C", "C", "C", "S", "S", "S", "H", "H", "H", "H"], "xyz": [[-1.395, -0.146, -1.299], [-0.912, -0.787, -0.419], [-0.041, -1.571, 0.344], [-0.090, -1.600, 2.157], [1.008, -2.517, -0.439], [1.624, 1.685, -0.073], [-1.974, 0.637, -1.774], [-0.764, -0.560, 2.614], [1.135, 1.786, -1.273], [1.410, 3.072, 0.164]], "lumo_ev": -1.00, "homo_energy_ev": -9.04, "orbital_gap_ev": 8.04}

Energy relative to the most stable one, in eV: (i) 0.188; (ii) 0.000

(i)
{"formula": "C3H10NP2", "method": "ωB97M-V/def2-TZVPD", "elements": ["C", "C", "C", "N", "P", "P", "H", "H", "H", "H", "H", "H", "H", "H", "H", "H"], "xyz": [[-0.386, -1.255, 1.482], [-1.039, -1.498, -1.307], [2.780, 2.966, -0.092], [-1.987, 0.308, 0.088], [-2.778, 1.638, -0.111], [-0.507, -0.332, -0.104], [0.558, -1.766, 1.450], [-1.195, -1.976, 1.560], [-0.199, -0.698, 2.549], [-0.381, -2.423, -1.491], [-1.228, -1.085, -2.249], [-1.946, -2.070, -0.986], [2.767, 3.447, 0.904], [1.850, 2.867, -0.682], [3.572, 2.256, -0.340], [-4.078, 1.378, 0.582]], "total_charge": 1, "lumo_ev": [-7.21, -5.82], "homo_energy_ev": [-11.61, -13.90], "orbital_gap_ev": [4.40, 8.09]}

(ii)
{"formula": "C3H10NP2", "method": "ωB97M-V/def2-TZVPD", "elements": ["C", "C", "C", "N", "P", "P", "H", "H", "H", "H", "H", "H", "H", "H", "H", "H"], "xyz": [[1.074, -1.468, -0.213], [0.977, 1.491, 0.744], [-1.536, 0.017, 0.587], [-0.135, 0.648, -1.665], [0.178, 0.151, -3.252], [0.105, 0.091, -0.208], [0.813, -2.287, 0.524], [2.158, -1.176, -0.054], [0.974, -1.781, -1.277], [0.425, 2.394, 0.491], [1.930, 1.630, 0.331], [0.879, 1.466, 1.853], [-1.177, -0.319, 1.623], [-2.270, -0.714, 0.194], [-1.910, 0.969, 0.617], [-0.156, 1.433, -3.595]], "total_charge": 1, "lumo_ev": -5.93, "homo_energy_ev": -14.20, "orbital_gap_ev": 8.27}

Energy relative to the most stable one, in eV: (i) 4.006; (ii) 0.000

(i)
{"formula": "H10O5Tl", "method": "ωB97M-V/def2-TZVPD", "elements": ["Tl", "O", "H", "H", "O", "H", "H", "O", "H", "H", "O", "H", "H", "O", "H", "H"], "xyz": [[0.571, -0.247, -0.519], [-0.080, 0.746, 2.201], [-0.607, 0.467, 2.950], [0.492, 1.429, 2.551], [1.901, 2.087, 0.620], [1.292, 2.807, 0.786], [2.677, 2.306, 1.135], [1.897, -2.862, -0.877], [1.619, -3.691, -0.488], [2.727, -3.066, -1.307], [-2.188, -0.519, 0.583], [-2.681, 0.217, 0.946], [-2.854, -1.175, 0.375], [-1.376, 0.315, -2.715], [-1.692, 1.219, -2.694], [-1.699, -0.032, -3.547]], "total_charge": 3, "lumo_ev": -20.16, "homo_energy_ev": -24.16, "orbital_gap_ev": 4.01}

(ii)
{"formula": "H10O5Tl", "method": "ωB97M-V/def2-TZVPD", "elements": ["Tl", "O", "H", "H", "O", "H", "H", "O", "H", "H", "O", "H", "H", "O", "H", "H"], "xyz": [[-19.387, -14.282, -19.583], [-21.848, -15.714, -18.765], [-22.156, -16.024, -17.913], [-22.645, -15.609, -19.285], [-17.586, -15.884, -21.161], [-16.884, -16.457, -20.852], [-17.296, -15.594, -22.026], [-20.531, -16.211, -21.292], [-21.449, -16.436, -21.139], [-20.284, -16.720, -22.064], [-20.891, -12.392, -17.816], [-21.806, -12.435, -17.537], [-20.514, -11.687, -17.290], [-17.311, -15.596, -18.136], [-16.900, -16.349, -18.560], [-16.978, -15.615, -17.239]], "total_charge": 3, "lumo_ev": -20.18, "homo_energy_ev": -24.40, "orbital_gap_ev": 4.22}

Energy relative to the most stable one, in eV: (i) 0.094; (ii) 0.000

(i)
{"formula": "C2H15N2O4", "method": "ωB97M-V/def2-TZVPD", "elements": ["C", "C", "N", "N", "H", "H", "H", "H", "H", "H", "H", "H", "H", "O", "H", "H", "O", "H", "H", "O", "H", "H", "O"], "xyz": [[-0.282, 1.625, -0.182], [0.214, 0.426, -0.570], [1.472, -0.102, -0.337], [-1.760, 1.690, -0.116], [0.147, 2.601, -0.024], [-0.390, -0.143, -1.248], [1.716, -0.971, -0.782], [2.206, 0.471, 0.043], [-2.164, 0.896, -0.623], [-2.138, 1.644, 0.865], [-2.098, 2.583, -0.506], [3.419, 2.779, 1.106], [4.494, 2.190, 0.151], [3.667, 2.001, 0.600], [-0.337, -3.448, -1.300], [-0.280, -2.659, 0.028], [-0.578, -2.605, -0.897], [0.677, -2.255, 2.329], [0.693, -1.135, 1.268], [0.116, -1.798, 1.694], [-3.296, -1.756, -0.074], [-2.412, -1.168, -1.031], [-3.087, -0.866, -0.396]], "lumo_ev": [0.43, 0.41], "s2": 0.75, "spin_multiplicity": 2, "homo_energy_ev": [-2.81, -7.71], "orbital_gap_ev": [3.25, 8.12]}

(ii)
{"formula": "C2H15N2O4", "method": "ωB97M-V/def2-TZVPD", "elements": ["C", "N", "C", "N", "H", "H", "H", "H", "H", "H", "H", "H", "H", "O", "H", "H", "O", "H", "H", "O", "H", "H", "O"], "xyz": [[2.837, 1.266, -1.120], [1.842, 0.909, -0.124], [0.811, 0.064, -0.466], [0.008, -0.548, 0.451], [3.500, 1.972, -0.636], [2.308, 1.898, -1.858], [3.325, 0.403, -1.548], [1.972, 1.014, 0.881], [0.576, -0.087, -1.513], [0.180, -0.617, 1.433], [-0.742, -1.133, 0.148], [2.665, 1.499, 3.008], [1.428, 2.169, 3.169], [1.781, 1.478, 2.611], [-1.488, -3.698, 1.296], [-2.550, -2.643, 1.338], [-1.733, -2.909, 1.766], [-2.508, -0.894, -1.964], [-1.703, -1.765, -2.872], [-1.681, -1.412, -1.992], [-2.439, 1.827, -0.625], [-3.673, 1.770, -1.568], [-2.844, 1.316, -1.315]], "lumo_ev": [0.63, 0.59], "s2": 0.75, "spin_multiplicity": 2, "homo_energy_ev": [-3.29, -7.72], "orbital_gap_ev": [3.91, 8.31]}

Energy relative to the most stable one, in eV: (i) 1.432; (ii) 0.000